--- one ---
The following is a DFT calculation (ωB97M-V/def2-TZVPD) of a structure of composition C27H36N5O3RuS6.

```
78
Properties=species:S:1:pos:R:3
Ru -1.3239 -0.5690 1.3523
O -3.0682 3.3813 6.7017
C -3.8790 2.6671 6.0932
O -5.1083 2.5258 6.1795
C -3.2234 1.7682 5.0031
C -1.8568 1.8379 4.7639
C -1.3125 1.0655 3.7553
N -2.0886 0.2542 3.0310
C -3.4057 0.1730 3.2351
C -4.0066 0.9210 4.2304
C -4.0903 -0.7131 2.2698
C -5.4298 -1.0492 2.3719
C -5.9925 -1.8795 1.4181
C -5.2016 -2.3514 0.3847
C -3.8697 -1.9814 0.3417
N -3.3223 -1.1820 1.2596
C 0.1042 1.0411 3.3311
C 1.1151 1.6812 4.0272
C 2.4207 1.5573 3.5839
C 2.6800 0.7942 2.4589
C 1.6233 0.1940 1.7993
N 0.3657 0.3178 2.2192
H -1.2836 2.5227 5.3751
H -5.0692 0.9104 4.4350
H -6.0152 -0.6673 3.1954
H -7.0361 -2.1561 1.4853
H -5.5981 -3.0045 -0.3792
H -3.2058 -2.3277 -0.4366
H 0.8776 2.2525 4.9126
H 3.2251 2.0424 4.1202
H 3.6889 0.6543 2.0954
H 1.7641 -0.4052 0.9123
S -0.6995 -2.5508 2.3922
S -1.1253 -3.9222 0.9315
S 0.0334 -3.2226 -0.6163
S -0.4881 -1.2185 -0.6403
C -3.3634 3.3881 -0.2342
S -1.8704 2.4395 -0.5077
C -2.4029 1.5654 -1.9730
O -1.9274 1.4273 0.6094
H -3.5253 4.0573 -1.0786
H -3.2138 3.9674 0.6747
H -4.1967 2.6981 -0.1075
H -2.5197 2.2769 -2.7900
H -3.3368 1.0469 -1.7560
H -1.6125 0.8546 -2.2080
C 3.4593 1.5484 -4.9267
C 2.0597 1.2496 -5.4587
C 1.5204 -0.1452 -5.1358
C 1.0445 -0.3562 -3.7029
N 2.1272 -0.3691 -2.7328
C 2.3574 0.5609 -1.7951
S 1.3555 1.8828 -1.4909
N 3.4867 0.4053 -1.0650
C 4.3595 -0.7558 -1.0874
C 3.7813 -1.9583 -0.3385
C 4.4929 -3.2684 -0.6636
C 4.1653 -3.7824 -2.0625
H 3.8417 2.4750 -5.3565
H 4.1560 0.7491 -5.1938
H 3.4717 1.6675 -3.8442
H 2.0711 1.3587 -6.5461
H 1.3589 1.9995 -5.0800
H 2.2753 -0.9004 -5.3861
H 0.6631 -0.3527 -5.7825
H 0.5065 -1.3038 -3.6216
H 0.3642 0.4385 -3.4041
H 2.7775 -1.1346 -2.8103
H 3.6213 1.1208 -0.3710
H 5.3110 -0.4586 -0.6448
H 4.5928 -1.0077 -2.1260
H 2.7179 -2.0629 -0.5771
H 3.8315 -1.7577 0.7355
H 4.1927 -4.0189 0.0696
H 5.5748 -3.1435 -0.5511
H 3.0864 -3.9164 -2.1758
H 4.6386 -4.7456 -2.2519
H 4.5077 -3.1007 -2.8451
```

**Frontier orbital gap (alpha / beta)**: 6.8552 / 6.2293 eV
**HOMO level (alpha / beta)**: -0.2831 / -0.2845 Ha
**2S+1**: 2



--- two ---
The following is a DFT calculation (ωB97M-V/def2-TZVPD) of a structure of composition C27H36N5O3RuS6.

```
78
Properties=species:S:1:pos:R:3
Ru 0.2580 -0.0911 -0.1173
O 2.5943 3.2580 5.4350
C 2.4107 3.8103 4.3399
O 2.6288 4.9599 3.9296
C 1.8061 2.8657 3.2586
C 1.5308 1.5388 3.5634
C 1.0293 0.7142 2.5748
N 0.8063 1.1900 1.3466
C 1.0613 2.4612 1.0263
C 1.5642 3.3332 1.9737
C 0.7934 2.7667 -0.3951
C 0.9143 4.0382 -0.9299
C 0.6536 4.2319 -2.2754
C 0.2828 3.1492 -3.0533
C 0.1758 1.9060 -2.4569
N 0.4220 1.7149 -1.1597
C 0.7039 -0.7232 2.7101
C 0.7855 -1.4010 3.9140
C 0.4461 -2.7429 3.9573
C 0.0349 -3.3694 2.7954
C -0.0244 -2.6380 1.6232
N 0.3034 -1.3462 1.5762
H 1.7422 1.2138 4.5736
H 1.8029 4.3698 1.7754
H 1.2040 4.8613 -0.2935
H 0.7390 5.2194 -2.7086
H 0.0694 3.2552 -4.1071
H -0.1164 1.0290 -3.0153
H 1.1036 -0.8763 4.8027
H 0.5008 -3.2879 4.8901
H -0.2387 -4.4144 2.7874
H -0.3302 -3.0842 0.6882
S -2.0062 0.3197 0.2840
S -2.7180 0.3825 -1.6364
S -2.2029 -1.4921 -2.2940
S -0.2167 -1.6035 -1.7142
C 4.9627 -0.7942 -0.4719
S 3.3297 -1.5153 -0.4806
C 3.2514 -1.9330 -2.2152
O 2.4560 -0.2839 -0.2819
H 5.7037 -1.5563 -0.7072
H 5.1280 -0.4118 0.5333
H 4.9824 0.0208 -1.1942
H 4.0463 -2.6440 -2.4394
H 3.3544 -1.0151 -2.7943
H 2.2912 -2.4123 -2.3825
C 0.5195 -7.9777 -3.1795
C 0.9137 -7.1065 -4.3695
C 0.0841 -5.8369 -4.5602
C 0.2640 -4.7638 -3.4923
N -0.3877 -5.1136 -2.2400
C 0.2047 -5.2507 -1.0467
S 1.8303 -4.9288 -0.7293
N -0.5830 -5.6818 -0.0335
C -2.0016 -5.9867 -0.1239
C -2.8732 -4.7296 -0.1016
C -4.2793 -4.9601 -0.6484
C -4.2960 -5.1499 -2.1628
H 1.0141 -8.9481 -3.2369
H -0.5590 -8.1582 -3.1651
H 0.8052 -7.5235 -2.2311
H 0.8307 -7.6981 -5.2848
H 1.9684 -6.8289 -4.2797
H -0.9793 -6.0951 -4.6373
H 0.3517 -5.3841 -5.5187
H -0.1484 -3.8143 -3.8425
H 1.3182 -4.6077 -3.2705
H -1.3786 -5.2899 -2.2988
H -0.0801 -5.8660 0.8169
H -2.2521 -6.6328 0.7173
H -2.1880 -6.5880 -1.0193
H -2.3896 -3.9393 -0.6829
H -2.9206 -4.3556 0.9248
H -4.8978 -4.0982 -0.3919
H -4.7357 -5.8243 -0.1553
H -3.8588 -4.2809 -2.6611
H -5.3136 -5.2661 -2.5358
H -3.7402 -6.0381 -2.4764
```

**Frontier orbital gap (alpha / beta)**: 6.9042 / 6.2395 eV
**HOMO level (alpha / beta)**: -0.2845 / -0.2854 Ha
**2S+1**: 2



It is one that is the least stable of them.



--- one ---
The following is a DFT calculation (ωB97M-V/def2-TZVPD) of the molecule CHClOS.

```
5
Properties=species:S:1:pos:R:3
C -0.3480 -0.2936 0.1023
O 1.0155 1.5556 -0.6504
S 1.2134 0.2204 -0.1448
Cl -0.5936 -1.8560 0.6440
H -1.2873 0.3736 0.0488
```

**Frontier orbital gap (alpha / beta)**: 8.4951 / 8.4944 eV
**HOMO level (alpha / beta)**: -0.3376 / -0.3376 Ha



--- two ---
The following is a DFT calculation (ωB97M-V/def2-TZVPD) of the molecule CHClOS.

```
5
Properties=species:S:1:pos:R:3
C -0.0755 -0.8162 0.1042
O -0.3325 1.6146 -0.1648
S 0.8714 0.4791 0.4071
Cl 0.4562 -2.4315 0.0798
H -0.9197 1.1541 -0.4263
```

**Frontier orbital gap**: 8.5778 eV
**HOMO level**: -0.3391 Ha



It is two that is the least stable of them.



--- one ---
The following is a DFT calculation (ωB97M-V/def2-TZVPD) of a cluster of 7 separate species, H14O7 in total.

```
21
Properties=species:S:1:pos:R:3
O -18.1349 -21.9947 7.0421
H -18.0326 -21.3251 7.7273
H -18.5007 -22.7557 7.5043
O -13.5629 -22.7592 4.0749
H -13.9671 -23.5517 3.7134
H -13.7960 -22.7744 5.0084
O -17.6797 -25.0516 2.5918
H -17.1848 -25.8179 2.2829
H -18.4736 -25.0349 2.0488
O -15.9254 -23.4749 0.9371
H -16.4521 -22.6928 0.7554
H -16.3087 -23.8506 1.7397
O -16.7609 -23.5470 4.7550
H -17.1830 -24.1441 4.1199
H -17.3891 -22.8269 4.8713
O -19.5010 -19.8802 5.7348
H -18.9718 -19.1315 5.4484
H -18.8926 -20.4609 6.2090
O -15.2367 -21.8270 6.8025
H -15.6351 -22.6148 6.4091
H -15.7831 -21.6407 7.5666
```

**Frontier orbital gap**: 10.6692 eV
**HOMO level**: -0.3897 Ha



--- two ---
The following is a DFT calculation (ωB97M-V/def2-TZVPD) of a cluster of 7 separate species, H14O7 in total.

```
21
Properties=species:S:1:pos:R:3
O 0.8128 0.5600 1.3021
H 1.4709 0.1482 1.8563
H 1.3480 1.1939 0.8135
O -1.8315 -0.5318 1.5693
H -2.0564 -0.1827 0.7180
H -0.9270 -0.2780 1.7915
O -0.2756 -2.7778 1.9928
H -1.1623 -2.5959 2.1222
H 0.0339 -2.5255 1.1414
O 0.1094 1.1125 -3.2715
H -0.5141 1.7824 -3.3703
H -0.2236 0.7133 -2.4398
O 0.8347 -1.9617 -0.6250
H 0.9757 -2.9019 -0.7804
H 1.6813 -1.6284 -0.5640
O 0.3033 2.9549 -0.3433
H 1.1331 3.4086 -0.2322
H -0.1870 3.3219 0.3735
O -0.7262 0.1552 -0.9765
H -0.3134 -0.6754 -0.7913
H -0.4860 0.7083 -0.2861
```

**Frontier orbital gap**: 10.1050 eV
**HOMO level**: -0.3746 Ha



--- three ---
The following is a DFT calculation (ωB97M-V/def2-TZVPD) of a cluster of 7 separate species, H14O7 in total.

```
21
Properties=species:S:1:pos:R:3
O 2.1688 0.1714 0.9184
O -1.4034 0.2642 0.7392
O 0.9812 2.5175 0.4351
O 0.8923 -0.6584 -1.4921
H 3.0461 0.0820 1.2706
H 1.8355 -0.3549 0.1712
H -0.8211 0.6875 0.0764
H -0.8157 0.4652 1.4832
H 1.9197 2.5242 0.2156
H 0.9940 1.6966 0.9638
H 1.1200 0.1096 -2.0141
H 0.0238 -1.0484 -1.6421
O -3.8688 0.2749 2.2846
O -2.0666 -0.4706 -2.0018
O 3.1056 -2.2300 -0.7722
H -2.0311 -0.7534 -1.0736
H -2.3625 0.4486 -1.9921
H -4.7046 0.2884 1.8037
H -3.1933 0.2264 1.5957
H 2.9080 -2.3716 0.1571
H 2.2722 -1.8692 -1.1265
```

**Frontier orbital gap**: 11.2965 eV
**HOMO level**: -0.4106 Ha



--- four ---
The following is a DFT calculation (ωB97M-V/def2-TZVPD) of a cluster of 7 separate species, H14O7 in total.

```
21
Properties=species:S:1:pos:R:3
H 1.3690 1.7454 0.0260
H 1.4661 0.2099 0.0068
H -3.0598 -1.0925 -0.3051
H -1.9969 -0.3115 0.6042
H -1.0661 -2.2433 0.8761
H -0.0048 -1.7313 1.7528
H 1.3163 3.3268 -1.8268
H 0.1703 2.3524 -1.4543
H -0.0678 0.7860 1.4135
H -0.8266 0.0314 2.4747
H 0.8150 -1.9151 -0.2291
H 2.2802 -1.6750 -0.2598
H 0.5635 -0.0758 -1.7407
H -1.0150 0.1433 -1.3109
O 1.5303 0.9758 0.5926
O -2.1183 -0.9488 -0.1816
O -0.2844 -2.5544 1.3571
O 0.6332 3.2068 -1.1766
O -0.9926 0.6082 1.7762
O 1.4777 -1.4174 -0.6427
O -0.1894 0.5794 -1.7524
```

**Frontier orbital gap**: 11.4655 eV
**HOMO level**: -0.4101 Ha



It is two that is the least stable of them.



--- one ---
The following is a DFT calculation (ωB97M-V/def2-TZVPD) of a cluster of 7 separate species, H14O7 in total.

```
21
Properties=species:S:1:pos:R:3
O -3.2709 2.4023 -0.1764
H -4.0693 1.8745 -0.1625
H -2.6427 1.9009 0.3435
O 0.2377 0.3213 -0.2337
H -0.5327 0.4547 0.3186
H 0.2110 -0.6078 -0.4625
O 2.8920 0.7980 -1.1781
H 2.9542 0.8756 -0.2261
H 2.1748 0.1806 -1.3222
O 0.5425 3.0909 -1.3338
H 0.3774 2.2571 -0.8939
H 0.9744 2.8487 -2.1530
O 0.7124 -2.3789 0.9898
H 1.6428 -2.1814 1.0974
H 0.2952 -1.9969 1.7620
O -1.6283 0.8408 1.6558
H -1.8213 -0.0551 1.9322
H -0.9731 1.1491 2.2818
O 0.6761 -3.9838 -1.1308
H 0.8320 -3.1734 -0.6460
H 0.4160 -4.6173 -0.4620
```

**Frontier orbital gap**: 9.7348 eV
**HOMO level**: -0.3841 Ha



--- two ---
The following is a DFT calculation (ωB97M-V/def2-TZVPD) of a cluster of 7 separate species, H14O7 in total.

```
21
Properties=species:S:1:pos:R:3
H 0.4922 -0.5246 -0.4677
H 0.9291 -0.7430 0.8912
H -2.2786 2.8501 2.8607
H -2.1254 2.4452 1.4254
H 5.3694 -1.3064 0.5538
H 5.1879 -2.1384 -0.6286
H 0.6577 2.1880 0.0973
H -0.4406 1.6426 1.0158
H 0.2277 -4.3191 -0.3659
H 1.1634 -3.9890 -1.4581
H -1.4739 -0.7467 -1.6471
H -0.7850 0.5869 -1.3460
H -2.8353 1.3175 -1.4289
H -4.0903 1.2587 -0.7053
O 0.3328 -0.1967 0.3779
O -2.7592 2.4195 2.1336
O 5.6586 -1.3503 -0.3207
O 0.2611 2.3170 1.0130
O 1.0883 -4.2885 -0.5671
O -1.4549 0.1880 -1.8711
O -3.1264 1.0957 -0.6152
```

**Frontier orbital gap**: 10.5645 eV
**HOMO level**: -0.3958 Ha



It is two that is the least stable of them.



--- one ---
The following is a DFT calculation (ωB97M-V/def2-TZVPD) of a cluster of 7 separate species, H14O7 in total.

```
21
Properties=species:S:1:pos:R:3
O -1.9787 -3.1356 0.2842
H -1.1726 -3.3587 -0.1907
H -1.6970 -2.4932 0.9560
O 1.2175 -0.0073 0.4498
H 0.9111 0.7636 -0.0482
H 0.4120 -0.4906 0.6563
O 3.7395 -1.3001 0.6662
H 3.0299 -0.6388 0.6539
H 4.0905 -1.3002 -0.2282
O -1.5671 -0.8219 1.6941
H -2.1946 -0.0909 1.7383
H -0.9942 -0.6997 2.4607
O 0.7647 2.2887 -1.1224
H 0.2769 3.0292 -1.5001
H 1.6819 2.5873 -1.1042
O -0.8571 -0.9245 -2.2369
H 0.0497 -1.1434 -1.9989
H -1.2986 -0.7664 -1.3952
O -1.6563 2.5925 0.3335
H -1.9809 3.4318 -0.0059
H -0.7765 2.4783 -0.0622
```

**Frontier orbital gap**: 10.6429 eV
**HOMO level**: -0.3976 Ha



--- two ---
The following is a DFT calculation (ωB97M-V/def2-TZVPD) of a structure of composition H14O7.

```
21
Properties=species:S:1:pos:R:3
H 0.8572 0.8490 -0.8379
H -0.4834 1.1287 -0.0507
H -0.6325 -0.0824 -3.5986
H -0.7330 -1.5085 -2.9243
H 2.6647 3.0504 -1.8972
H 3.8460 2.0385 -1.8249
H -3.3873 0.5595 0.9736
H -2.6714 0.8656 2.2515
H 0.1462 -2.1560 0.4871
H -1.0703 -1.8613 -0.4472
H 1.2557 -0.9921 1.2143
H 2.0851 -1.4976 0.0460
H -1.2617 -1.2517 3.0716
H -0.5936 0.0783 3.6319
O 0.1193 1.5022 -0.6933
O -1.1028 -0.6263 -2.9280
O 3.5302 2.8128 -2.2659
O -2.8000 0.2187 1.6497
O -0.2145 -1.4185 -0.0355
O 1.3809 -0.8745 0.3078
O -0.9347 -0.8348 3.8699
```

**Frontier orbital gap**: 9.2637 eV
**HOMO level**: -0.3398 Ha



It is two that is the least stable of them.



--- one ---
The following is a DFT calculation (ωB97M-V/def2-TZVPD) of a cluster of 7 separate species, H14O7 in total.

```
21
Properties=species:S:1:pos:R:3
O 0.9542 0.5058 -0.2030
H 1.5542 1.2378 -0.1120
H 0.0722 0.8288 -0.3800
O -1.5828 1.4388 -0.3220
H -2.2458 1.9598 0.1010
H -1.8158 1.4398 -1.2730
O -3.0748 -0.5042 0.8150
H -2.7768 -0.2762 1.6940
H -2.4148 -0.0172 0.2850
O 2.2542 -1.9712 -0.8350
H 3.0402 -1.6842 -1.2940
H 1.6792 -1.2362 -0.7570
O 0.3842 0.3388 2.5530
H 0.6912 0.3438 1.6720
H 1.1922 0.4478 3.0760
O 2.5412 -1.8102 1.7400
H 3.0262 -2.5622 2.0870
H 2.3132 -1.9182 0.7880
O -2.0698 1.0198 -2.8800
H -2.5738 1.2408 -3.6740
H -1.1488 1.1788 -3.0820
```

**Frontier orbital gap**: 10.1394 eV
**HOMO level**: -0.3741 Ha



--- two ---
The following is a DFT calculation (ωB97M-V/def2-TZVPD) of a cluster of 7 separate species, H14O7 in total.

```
21
Properties=species:S:1:pos:R:3
O -0.8864 0.0158 0.3040
H -0.5514 0.2648 1.1730
H -0.7814 0.7928 -0.2380
O 1.5396 -0.6332 -1.3860
H 2.1556 0.0748 -1.1040
H 0.8276 -0.5592 -0.7270
O 0.2626 0.1308 2.8080
H -0.0754 -0.6212 3.2830
H 1.1206 0.2508 3.1920
O -3.0604 -2.1132 -0.2100
H -2.3474 -1.9152 -0.7980
H -3.7504 -1.5562 -0.5710
O -0.0154 -2.4272 0.9540
H -0.4724 -1.5982 0.6400
H -0.5614 -3.1222 0.5900
O -0.2244 2.2158 -1.5230
H -0.3634 2.9998 -2.0140
H -0.2364 1.4948 -2.1630
O 2.4896 1.8678 -0.4490
H 3.2576 2.1868 -0.9710
H 1.6736 2.2508 -0.7910
```

**Frontier orbital gap**: 10.4257 eV
**HOMO level**: -0.3776 Ha



--- three ---
The following is a DFT calculation (ωB97M-V/def2-TZVPD) of a cluster of 7 separate species, H14O7 in total.

```
21
Properties=species:S:1:pos:R:3
H 0.3745 -1.6290 1.7359
H 1.5453 -1.3497 2.7646
H -2.9645 -1.5292 0.5413
H -2.2878 -1.7445 -0.7746
H 0.1866 -1.8848 -0.5229
H -0.8733 -2.7345 0.2213
H -0.9091 2.6618 -2.1101
H 0.3098 2.0396 -1.4281
H 2.1943 2.9023 -0.6303
H 1.3396 2.3638 0.4608
H -0.8325 0.1044 -1.8300
H -0.7461 -0.9982 -2.8816
H 1.2628 0.4682 1.9112
H 1.5882 1.8807 2.5722
O 0.6640 -1.0118 2.4258
O -2.6194 -2.2374 -0.0119
O 0.0839 -2.5227 0.2411
O -0.3535 1.8657 -2.1498
O 1.2302 2.8598 -0.4013
O -0.9471 -0.8540 -1.8904
O 1.7542 1.3496 1.7569
```

**Frontier orbital gap**: 11.7094 eV
**HOMO level**: -0.4091 Ha



--- four ---
The following is a DFT calculation (ωB97M-V/def2-TZVPD) of a cluster of 7 separate species, H14O7 in total.

```
21
Properties=species:S:1:pos:R:3
O -1.0860 0.9398 1.0923
H -0.3222 0.4184 1.1218
H -1.3518 1.2638 1.9741
O -3.1953 -1.7010 0.0829
H -4.0586 -2.0571 0.2316
H -2.7010 -2.0557 0.8427
O 1.2143 -0.3123 2.3967
H 0.5780 -0.6807 3.0304
H 1.3496 -0.8651 1.6489
O 0.3322 -1.0919 -0.2584
H 0.1655 -0.7998 -1.1552
H -0.6046 -1.1595 -0.0301
O 1.4029 2.5119 -1.0686
H 1.7385 1.6389 -0.8904
H 1.3516 2.5955 -2.0011
O -0.4763 0.2478 -2.4212
H -1.1999 -0.1885 -2.7284
H -0.9675 0.7051 -1.7119
O 2.7404 0.3832 -0.3821
H 2.0699 -0.3059 -0.3517
H 3.0203 0.5131 0.5777
```

**Frontier orbital gap**: 10.2494 eV
**HOMO level**: -0.3739 Ha



It is four that is the least stable of them.